Molecular formula: C3H7ClNO
Method: DFT, ωB97M-V/def2-TZVPD

ΔE to the lowest compared entry with this formula, charge and spin in kcal per mole: 67.5
Highest occupied orbital energy in hartree: -0.126
Total charge: -1
Total energy in a.u.: -708.70532

XYZ file:
```
13
Properties=species:S:1:pos:R:3:forces:R:3:lowdin_charge:R:1
Cl -30.9110 -23.9296 -17.3652 3.4 1.9 6.9 0.007
H -30.8024 -25.6823 -20.8977 -0.5 -0.2 -0.5 0.063
C -30.9841 -24.6225 -20.7189 0.4 0.3 1.5 -0.104
H -33.4135 -23.3820 -21.5526 0.5 0.0 0.1 0.053
H -33.9057 -25.0270 -21.2424 0.0 -0.1 0.0 0.068
H -31.3448 -24.4170 -18.6024 0.4 -0.9 -0.3 -0.417
O -33.5996 -23.9490 -18.3214 -0.8 -0.2 -2.6 -0.104
H -34.8709 -23.6497 -20.7200 0.0 -0.2 0.6 0.061
H -29.9800 -24.2799 -20.4691 0.2 0.3 0.2 0.061
N -31.7946 -24.4058 -19.5067 -2.4 -1.1 -7.8 -0.142
C -33.0922 -24.1186 -19.4660 -0.2 0.3 2.0 -0.568
H -31.2332 -24.0534 -21.6145 -0.5 -0.2 0.0 0.059
C -33.8536 -24.0333 -20.7975 -0.4 0.2 -0.1 -0.036
```
Positions in Å, forces in eV/Å.


Molecular formula: C3H7ClNO
Method: DFT, ωB97M-V/def2-TZVPD

ΔE to the lowest compared entry with this formula, charge and spin in kcal per mole: 190.3
Highest occupied orbital energy (spin up / spin down) in hartree: -0.136 / -0.119
Total charge: -1
Total energy in a.u.: -708.50959

XYZ file:
```
13
Properties=species:S:1:pos:R:3:forces:R:3:lowdin_charge:R:1
H 1.0960 -0.6613 -0.9871 -0.7 0.2 -0.9 0.054
H -0.4457 1.2241 -0.9563 0.6 0.0 -2.7 0.024
H 1.7338 -0.2991 0.5407 -1.0 -1.0 -0.1 0.089
N -0.2691 -0.2713 2.0567 1.4 1.5 0.7 -0.459
H -1.8640 1.1144 0.1130 -3.0 0.4 -0.4 -0.007
H -0.3838 1.6666 0.6446 0.4 0.8 0.5 0.009
O 0.9034 1.4121 2.1924 -1.2 -2.0 0.0 -0.504
H -1.1390 -1.1631 0.3432 -0.5 -0.1 0.5 0.103
C -0.4172 -0.3982 0.6401 -0.4 2.3 -2.9 -0.586
C -0.8651 1.0123 -0.0487 2.0 -2.5 3.4 -0.095
Cl -1.7818 0.2761 2.7135 -0.1 -0.1 0.1 0.467
H 0.9232 -1.8728 0.1629 0.8 -3.3 0.6 0.016
C 0.8857 -0.8701 0.0429 1.7 3.5 1.0 -0.110
```
Positions in Å, forces in eV/Å.


Molecular formula: C3H7ClO2
Method: DFT, ωB97M-V/def2-TZVPD

ΔE to the lowest compared entry with this formula, charge and spin in kcal per mole: 23.7
Highest occupied orbital energy in hartree: -0.377
Total energy in a.u.: -729.15354

XYZ file:
```
13
Properties=species:S:1:pos:R:3:forces:R:3:lowdin_charge:R:1
Cl -0.4174 2.2820 0.9451 0.2 -0.3 -0.5 0.602
C -0.1518 -0.3567 1.3722 0.3 0.8 0.7 -0.329
H 1.5239 0.2047 -0.6207 0.4 -0.1 0.9 0.122
H -0.8830 -0.2213 2.2064 0.6 -0.2 -0.5 0.119
H -1.5421 0.5092 -0.1180 0.6 -0.1 0.0 0.120
C 0.5054 0.3929 -0.9128 -0.5 2.1 -0.8 -0.283
H 0.8873 -0.1192 1.7024 -0.8 0.3 0.2 0.121
C -0.4979 0.6246 0.2261 0.4 -0.8 1.0 -0.641
H 0.5376 1.3597 -1.4674 -0.1 -0.7 -0.1 0.117
O 0.0561 -0.6955 -1.6864 -0.6 -0.2 -0.3 -0.065
O -0.0815 -1.6850 0.9222 -1.1 0.1 -1.6 -0.068
H -0.4043 -1.6096 -0.0138 0.5 -1.0 1.0 0.080
H 0.4678 -0.6859 -2.5553 0.0 0.0 0.1 0.105
```
Positions in Å, forces in eV/Å.


Molecular formula: C3H7ClO3S2
Method: DFT, ωB97M-V/def2-TZVPD

ΔE to the lowest compared entry with this formula, charge and spin in kcal per mole: 0.0
Highest occupied orbital energy in hartree: -0.335
Total energy in a.u.: -1600.67162

XYZ file:
```
16
Properties=species:S:1:pos:R:3:forces:R:3:lowdin_charge:R:1
C 1.0648 -1.0084 -0.0473 -0.3 0.4 0.4 -0.128
S -2.3658 -1.0551 0.4220 -0.7 0.8 -0.4 0.872
Cl -3.5503 1.6308 0.0641 -0.1 0.0 -0.1 0.562
H 1.5531 -1.2438 0.8906 0.1 -0.1 0.1 0.073
H 0.7444 2.5853 1.0040 -0.2 0.3 -0.2 0.024
H -2.4581 0.3382 -1.5938 0.0 -0.1 0.1 0.039
S 0.1709 0.5349 0.1693 1.5 0.1 0.2 0.703
H -4.0763 -0.3295 -1.1420 0.1 -0.1 0.1 0.050
C 1.0530 1.5619 1.0807 -0.9 -1.0 -0.7 -0.211
O -1.1908 -0.0818 0.9895 0.2 0.2 0.3 -0.592
O -0.2714 1.0150 -1.1068 -0.4 0.2 -0.4 -0.336
C -3.1558 0.1315 -0.7846 0.2 -0.1 0.5 -0.716
H 0.3591 -1.7834 -0.3302 -0.1 0.1 0.0 0.040
O -1.7603 -2.0510 -0.4410 0.1 -0.8 -0.5 -0.476
H 1.2436 1.1872 2.0621 0.4 -0.3 0.5 0.018
H 1.7929 -0.8428 -0.8328 0.1 0.2 0.0 0.078
```
Positions in Å, forces in eV/Å.


Molecular formula: C3H7ClOS
Method: DFT, ωB97M-V/def2-TZVPD

ΔE to the lowest compared entry with this formula, charge and spin in kcal per mole: 53.1
Highest occupied orbital energy (spin up / spin down) in hartree: -0.313 / -0.313
Total energy in a.u.: -1052.04029

XYZ file:
```
13
Properties=species:S:1:pos:R:3:forces:R:3:lowdin_charge:R:1
H -0.2433 -1.0660 1.7454 -0.3 -2.1 0.8 0.065
O -0.9646 2.5784 1.7461 -0.6 -0.1 -0.9 -0.634
H 1.0219 0.8412 -1.1843 -2.0 -1.3 0.0 0.133
H 0.0647 0.4989 1.9937 -0.6 0.7 -0.3 0.082
H -1.6534 -0.4611 -0.1840 0.1 0.1 0.8 0.082
S -1.5975 2.2804 0.4348 1.1 -2.3 0.9 0.561
C 0.1119 -0.2632 1.1956 0.7 1.8 0.8 -0.115
H -0.5885 0.6102 -1.9431 -2.0 1.7 -2.5 0.015
C 0.0194 0.2207 -1.2429 4.3 -1.8 0.7 -0.156
H 1.1857 -0.2370 1.0199 0.0 -0.6 -0.4 0.095
H 0.2724 -0.8269 -1.6796 0.0 1.5 0.8 0.125
C -0.6914 0.0137 0.0244 -0.9 2.3 -0.7 -0.339
Cl -3.5227 1.4241 0.7262 0.2 0.3 0.0 0.087
```
Positions in Å, forces in eV/Å.


Molecular formula: C3H7ClOSi
Method: DFT, ωB97M-V/def2-TZVPD

ΔE to the lowest compared entry with this formula, charge and spin in kcal per mole: 82.0
Highest occupied orbital energy in hartree: -0.369
Total energy in a.u.: -943.37664

XYZ file:
```
13
Properties=species:S:1:pos:R:3:forces:R:3:lowdin_charge:R:1
C -1.1605 -1.3463 -0.1658 -0.7 -0.8 0.6 -0.051
O 0.9370 -1.8689 0.8476 0.6 -0.2 0.4 0.081
Si 0.2228 1.7020 0.4596 0.2 0.9 -0.2 0.622
Cl 2.5849 0.2646 -0.6027 0.0 -0.2 0.3 0.539
H 0.6333 1.5924 1.9485 -0.6 -0.1 -1.1 -0.040
H 0.4397 0.1527 -1.6057 0.5 0.0 2.5 0.116
H -1.3090 -2.4644 0.2057 -0.3 2.4 -1.2 0.130
H -1.8108 -0.6171 0.4409 0.9 -1.2 -0.7 0.079
C 0.7937 0.1173 -0.4727 0.8 1.5 -2.7 -0.845
H 1.0192 2.9900 -0.0950 -1.2 -1.6 0.5 -0.036
H -1.3514 -1.0751 -1.2678 0.0 -1.0 1.7 0.099
H -1.3141 1.6714 0.1493 1.3 0.4 0.6 -0.047
C 0.3152 -1.1186 0.1580 -1.5 -0.1 -0.4 -0.647
```
Positions in Å, forces in eV/Å.


Molecular formula: C3H7F2N
Method: DFT, ωB97M-V/def2-TZVPD

ΔE to the lowest compared entry with this formula, charge and spin in kcal per mole: 0.0
Highest occupied orbital energy (spin up / spin down) in hartree: -0.238 / -0.432
Multiplicity: 3
Total energy in a.u.: -372.69121

XYZ file:
```
13
Properties=species:S:1:pos:R:3:forces:R:3:lowdin_spin:R:1
H -1.5494 -1.5240 -0.1292 0.7 0.7 0.2 0.012
F 0.8591 -1.6416 -2.1161 0.7 -0.1 1.3 0.108
C -1.1140 -0.4772 -0.0276 -0.5 -3.0 -3.6 0.089
C 0.9276 0.8028 -0.0831 -0.4 -0.7 -2.0 0.091
H 0.6778 -0.9956 1.1931 0.0 0.0 -0.1 0.023
C 0.3127 -0.4624 0.3220 -1.5 1.4 1.3 0.641
H 0.2047 1.3970 0.3492 -1.3 2.6 0.8 0.028
H 0.9591 1.1002 -1.1715 0.0 -0.8 0.9 0.020
H 1.8174 1.0119 0.3755 2.5 0.5 1.0 0.000
H -1.2603 -0.0986 -1.1336 0.1 -0.1 2.3 0.005
F 1.1662 -3.1831 -0.6584 0.4 0.9 -0.1 0.124
N 1.4607 -1.8589 -0.8798 0.4 -2.8 -2.9 0.831
H -1.7723 -0.0746 0.6791 -1.0 1.4 1.0 0.027
```
Positions in Å, forces in eV/Å.


Molecular formula: C3H7F5N3P3
Method: DFT, ωB97M-V/def2-TZVPD

ΔE to the lowest compared entry with this formula, charge and spin in kcal per mole: 40.8
Highest occupied orbital energy in hartree: -0.401
Total energy in a.u.: -1806.44560

XYZ file:
```
21
Properties=species:S:1:pos:R:3:forces:R:3:lowdin_charge:R:1
P -0.1354 -0.2106 -0.6942 -0.1 -0.2 -0.5 0.566
C -1.2984 2.2571 -0.6090 0.3 0.9 2.0 -0.100
P 1.3477 -2.4186 -0.3334 2.1 -0.6 -2.7 0.409
H -2.1671 1.5804 -0.7884 0.8 0.9 -0.4 0.079
H 0.6923 1.7556 -1.5036 -0.9 0.0 1.1 0.139
F 1.1212 -3.4231 -1.5673 0.5 0.3 1.7 -0.146
H 0.8866 3.0156 0.8990 -0.8 2.8 -0.3 0.063
H 0.5103 1.6200 1.4810 -1.5 -2.1 3.4 0.036
F -1.9685 -3.0312 0.5773 -0.2 -0.2 0.3 -0.088
H 1.9230 1.8868 0.6662 2.6 -1.3 -0.5 0.060
F -1.1638 -0.3029 -1.9797 1.4 0.1 1.9 -0.176
N 0.6085 -2.9298 0.9456 -1.2 0.0 0.4 -0.214
C 0.9084 2.0159 0.6565 -0.7 -0.1 -2.3 -0.093
H -1.1819 3.1815 -1.1864 -0.6 -0.6 -0.6 0.081
N 1.2012 -1.0185 -1.0914 -0.9 0.0 1.3 -0.217
F 2.8787 -2.6245 -0.0209 -1.2 0.0 -0.5 -0.115
N -0.8231 -0.7686 0.6279 -1.6 -0.8 1.4 -0.246
C 0.0906 1.5762 -0.5399 0.7 -0.3 -2.4 -0.454
F -1.1899 -2.6323 2.8338 0.9 1.8 -4.1 -0.181
P -0.8094 -2.2478 1.2157 0.7 0.1 1.5 0.512
H -1.4311 2.7186 0.4114 -0.3 -0.8 -0.7 0.088
```
Positions in Å, forces in eV/Å.


Molecular formula: C3H7FN2O
Method: DFT, ωB97M-V/def2-TZVPD

ΔE to the lowest compared entry with this formula, charge and spin in kcal per mole: 41.1
Highest occupied orbital energy in hartree: -0.368
Total energy in a.u.: -403.04396

XYZ file:
```
14
Properties=species:S:1:pos:R:3:forces:R:3:lowdin_charge:R:1
C 1.2279 0.3778 2.3119 -0.3 -0.4 0.2 -0.107
H -1.9720 0.1784 -1.9619 0.0 0.1 0.0 0.085
H -0.8808 -0.9299 -2.8311 0.0 0.0 0.0 0.079
C 2.1210 1.9810 0.6386 0.0 -0.1 0.8 -0.373
H -1.2576 -1.2052 -1.1121 -0.1 0.0 0.0 0.078
N 1.9228 1.4228 1.6651 0.1 0.1 0.1 0.068
F 1.1681 -0.3504 -1.3116 -0.1 -0.1 -0.2 -0.119
N -0.0216 0.4181 -1.4092 -0.1 0.8 0.3 -0.084
H 0.1670 0.6226 2.4010 0.1 -0.1 0.0 0.083
H 1.6562 0.2702 3.3082 -0.2 -0.2 0.0 0.076
H 0.2157 1.1202 -2.1145 0.1 -0.3 0.1 0.113
O 2.4397 2.6697 -0.2378 0.2 0.6 -1.4 0.136
H 1.3335 -0.5607 1.7653 0.0 0.0 0.1 0.080
C -1.0835 -0.4432 -1.8709 0.2 -0.4 -0.1 -0.117
```
Positions in Å, forces in eV/Å.


Which of these has the highest ΔE to the lowest compared entry with this formula, charge and spin? number 2


Copy entry 6 word for word.
Molecular formula: C3H7ClOSi
Method: DFT, ωB97M-V/def2-TZVPD

ΔE to the lowest compared entry with this formula, charge and spin in kcal per mole: 82.0
Highest occupied orbital energy in hartree: -0.369
Total energy in a.u.: -943.37664

XYZ file:
```
13
Properties=species:S:1:pos:R:3:forces:R:3:lowdin_charge:R:1
C -1.1605 -1.3463 -0.1658 -0.7 -0.8 0.6 -0.051
O 0.9370 -1.8689 0.8476 0.6 -0.2 0.4 0.081
Si 0.2228 1.7020 0.4596 0.2 0.9 -0.2 0.622
Cl 2.5849 0.2646 -0.6027 0.0 -0.2 0.3 0.539
H 0.6333 1.5924 1.9485 -0.6 -0.1 -1.1 -0.040
H 0.4397 0.1527 -1.6057 0.5 0.0 2.5 0.116
H -1.3090 -2.4644 0.2057 -0.3 2.4 -1.2 0.130
H -1.8108 -0.6171 0.4409 0.9 -1.2 -0.7 0.079
C 0.7937 0.1173 -0.4727 0.8 1.5 -2.7 -0.845
H 1.0192 2.9900 -0.0950 -1.2 -1.6 0.5 -0.036
H -1.3514 -1.0751 -1.2678 0.0 -1.0 1.7 0.099
H -1.3141 1.6714 0.1493 1.3 0.4 0.6 -0.047
C 0.3152 -1.1186 0.1580 -1.5 -0.1 -0.4 -0.647
```
Positions in Å, forces in eV/Å.


The lowest total energy belongs to which entry? C3H7F5N3P3